Molecular formula: C24H63ClGaN7O3P3S2
Method: DFT, wB97M-V/def2-TZVPD

Properties
charge: -1
frontier orbital gap: 6.056 eV
DFT total energy: -156919.1664 eV
HOMO energy: -3.933 eV
lowest unoccupied orbital energy: 2.12 eV

CARTESIAN COORDINATES (ANGSTROEM)
C: -1.0809 -3.4242 3.6981
C: -0.4483 -3.6756 2.3134
C: -0.4641 -2.4295 1.3867
C: -1.4962 -2.5618 0.2292
N: -2.4743 -1.4625 0.3200
C: -2.4768 -0.5679 -0.8668
C: -1.1339 0.0926 -1.1276
C: -0.8433 1.3162 -0.2263
C: 0.3679 1.1369 0.7233
Ga: -0.1670 1.0915 2.7053
P: -0.0507 3.2175 3.7430
O: 1.5927 3.6185 3.7278
Cl: -1.0163 4.5213 2.3756
C: -3.7867 -1.9012 0.5354
S: -4.5559 -3.1256 -0.2360
S: -4.5673 -0.9117 1.7479
C: -6.3146 -1.3091 1.5415
C: -7.1920 -0.3948 2.4153
C: -7.8384 0.7446 1.6315
H: -1.4399 -2.4000 3.8044
H: -0.3657 -3.5779 4.5082
H: -1.9125 -4.1006 3.9067
H: 0.5894 -3.9733 2.4766
H: -0.9336 -4.5356 1.8465
H: 0.5479 -2.3103 1.0044
H: -0.7696 -1.5935 2.0089
H: -0.9306 -2.5450 -0.7017
H: -1.9585 -3.5387 0.3315
H: -3.1805 0.2374 -0.6430
H: -2.8714 -1.1327 -1.7233
H: -0.2906 -0.5946 -1.0673
H: -1.1655 0.4395 -2.1663
H: -1.7228 1.6538 0.3249
H: -0.5704 2.1352 -0.9002
H: 1.1177 1.9137 0.5542
H: 0.8720 0.1864 0.5253
H: -1.7045 0.6151 2.7675
H: 0.7472 0.0116 3.4766
H: 2.0724 2.7921 3.6064
H: -6.4351 -2.3340 1.8927
H: -6.6116 -1.2915 0.4940
H: -7.9719 -1.0127 2.8620
H: -6.5800 0.0016 3.2286
H: -7.1006 1.4376 1.2308
H: -8.5448 1.2634 2.2804
H: -8.4129 0.3270 0.8017
O: -1.2267 -3.5578 -5.3508
P: -2.4077 -2.8151 -5.8817
N: -3.7129 -3.5789 -5.0988
C: -4.9630 -3.9937 -5.6951
C: -3.6684 -3.6275 -3.6404
N: -2.3048 -3.2446 -7.5402
C: -3.4223 -3.6446 -8.3666
C: -1.0838 -3.9029 -7.9830
N: -3.2529 -1.3569 -6.2828
C: -2.4090 -0.3828 -7.0178
C: -3.8178 -0.6324 -5.1217
H: -5.4629 -3.1913 -6.2523
H: -5.6660 -4.3103 -4.9250
H: -4.8298 -4.8493 -6.3623
H: -4.0449 -2.7035 -3.1858
H: -2.6474 -3.7731 -3.2859
H: -4.2553 -4.4567 -3.2463
H: -3.6659 -4.7080 -8.2446
H: -3.1850 -3.4808 -9.4234
H: -4.3115 -3.0500 -8.1661
H: -1.0754 -4.9713 -7.7339
H: -0.2070 -3.4432 -7.5367
H: -0.9836 -3.8013 -9.0674
H: -1.5618 -0.0372 -6.4175
H: -3.0098 0.4828 -7.2985
H: -2.0233 -0.8171 -7.9363
H: -3.0783 -0.4490 -4.3372
H: -4.6533 -1.1820 -4.6917
H: -4.2157 0.3283 -5.4464
O: 6.4538 1.4692 3.9116
P: 6.6260 2.9236 4.1986
N: 6.1331 3.6550 2.7431
C: 6.7934 4.7359 2.0462
C: 4.7977 3.3206 2.2552
N: 8.3299 2.9809 4.4093
C: 9.2032 3.9906 3.8536
C: 9.0298 1.7093 4.5205
N: 6.4269 4.3281 5.1921
C: 6.7794 4.0861 6.6120
C: 5.0581 4.8982 5.1881
H: 6.9953 5.6032 2.6873
H: 6.1695 5.1014 1.2311
H: 7.7341 4.4114 1.5933
H: 4.0250 3.9315 2.7369
H: 4.5615 2.2740 2.4550
H: 4.7175 3.4557 1.1769
H: 9.4740 3.7744 2.8120
H: 10.1328 4.0419 4.4312
H: 8.7639 4.9848 3.9086
H: 9.1938 1.2394 3.5427
H: 8.4782 1.0118 5.1439
H: 10.0030 1.8651 4.9952
H: 6.1254 3.3422 7.0774
H: 6.6971 5.0176 7.1729
H: 7.8071 3.7449 6.7056
H: 4.2876 4.1558 5.4095
H: 4.8317 5.3561 4.2275
H: 4.9901 5.6923 5.9309